Molecular formula: CH5NOS2
Method: DFT, ωB97M-V/def2-TZVPD

XYZ file:
```
10
CH5NOS2 | the Open Molecules 2025 dataset | ωB97M-V/def2-TZVPD
S 0.075 1.260 -2.916
S 0.806 -0.321 -1.485
O 1.025 0.347 1.557
N -1.176 -0.152 1.650
C 0.139 -0.462 1.684
H 0.340 0.548 -4.037
H -1.889 -0.845 1.540
H -1.313 0.519 0.888
H 0.404 -1.486 1.990
H 1.590 0.592 -0.872
```

Results
frontier orbital gap (alpha / beta): 4.08 / 6.97 eV
highest occupied orbital energy (alpha / beta): -0.293 / -3.268 eV
charge: -1
spin multiplicity: 2
energy above the lowest of the compared OMol25 structures with the same formula, charge and spin: 56.6 kJ/mol
LUMO energy (alpha / beta): 3.7892 / 3.7003 eV

Molecular formula: CH5NOS2
Method: DFT, ωB97M-V/def2-TZVPD

XYZ file:
```
10
CH5NOS2 | the Open Molecules 2025 dataset | ωB97M-V/def2-TZVPD
S -1.331 0.377 -1.389
S 1.397 -0.728 0.282
O 2.101 0.774 0.367
N 0.640 -0.880 -1.118
C -1.491 0.001 0.407
H -0.507 -0.094 0.703
H 1.053 -0.709 -2.030
H 2.175 1.251 1.276
H -1.837 0.895 1.006
H -2.201 -0.886 0.495
```

Results
frontier orbital gap (alpha / beta): 7.67 / 7.67 eV
highest occupied orbital energy (alpha / beta): -8.587 / -8.589 eV
energy above the lowest of the compared OMol25 structures with the same formula, charge and spin: 345.6 kJ/mol
LUMO energy (alpha / beta): -0.9212 / -0.9231 eV

Molecular formula: CH5NS
Method: DFT, ωB97M-V/def2-TZVPD

XYZ file:
```
8
CH5NS | the Open Molecules 2025 dataset | ωB97M-V/def2-TZVPD
S -1.284 -0.513 0.689
N 1.264 -1.742 -0.772
C -0.405 0.954 1.348
H 1.346 -2.409 -0.030
H -0.369 1.569 0.540
H 0.706 0.490 1.408
H 1.958 -0.914 -0.548
H -0.855 1.302 2.309
```

Results
frontier orbital gap (alpha / beta): 5.69 / 5.85 eV
highest occupied orbital energy (alpha / beta): -8.769 / -8.911 eV
energy above the lowest of the compared OMol25 structures with the same formula, charge and spin: 448.6 kJ/mol
LUMO energy (alpha / beta): -3.0745 / -3.0631 eV

Molecular formula: CH5NSi2
Method: DFT, ωB97M-V/def2-TZVPD

XYZ file:
```
9
CH5NSi2 | the Open Molecules 2025 dataset | ωB97M-V/def2-TZVPD
Si 0.112 -1.967 1.189
Si -0.994 1.212 -0.974
N 2.783 -1.036 2.218
C 1.803 -1.355 1.705
H 0.462 1.249 -1.050
H -1.372 0.783 0.371
H -1.548 2.528 -1.259
H 0.271 -1.664 -0.260
H -1.517 0.248 -1.939
```

Results
frontier orbital gap: 7.86 eV
highest occupied orbital energy: -9.718 eV
energy above the lowest of the compared OMol25 structures with the same formula, charge and spin: 153.5 kJ/mol
LUMO energy: -1.8599 eV

Molecular formula: CH5O2P
Method: DFT, ωB97M-V/def2-TZVPD

XYZ file:
```
9
CH5O2P | the Open Molecules 2025 dataset | ωB97M-V/def2-TZVPD
P -0.368 -1.372 -0.057
O 1.610 -0.721 0.453
O 1.781 0.611 0.274
C -1.119 0.331 -0.265
H -1.072 0.673 -1.333
H -0.521 -1.488 1.305
H -2.211 0.201 -0.052
H 2.322 0.701 -0.652
H -0.422 1.065 0.326
```

Results
frontier orbital gap: 9.11 eV
highest occupied orbital energy: -9.156 eV
energy above the lowest of the compared OMol25 structures with the same formula, charge and spin: 443.5 kJ/mol
LUMO energy: -0.0441 eV
SMILES: CPOO

Molecular formula: CH5O2Tl
Method: DFT, ωB97M-V/def2-TZVPD

XYZ file:
```
9
CH5O2Tl | the Open Molecules 2025 dataset | ωB97M-V/def2-TZVPD
Tl 1.293 -1.757 0.060
O 2.563 0.223 0.131
O -0.373 -0.237 0.007
C -1.709 0.089 0.076
H -2.010 0.472 1.075
H -1.994 0.876 -0.654
H -2.372 -0.778 -0.135
H 3.027 0.607 -0.617
H 1.575 0.504 0.057
```

Results
frontier orbital gap: 8.56 eV
highest occupied orbital energy: -8.423 eV
energy above the lowest of the compared OMol25 structures with the same formula, charge and spin: 0.0 kJ/mol
LUMO energy: 0.1328 eV